(1)
{
  "formula": "C35H39N2O4P3Pd",
  "method": "ωB97M-V/def2-TZVPD",
  "species": ["Pd", "O", "P", "C", "P", "O", "C", "C", "C", "C", "C", "C", "C", "C", "C", "C", "C", "C", "C", "C", "C", "C", "C", "C", "C", "C", "C", "C", "C", "C", "H", "H", "H", "H", "H", "H", "H", "H", "H", "H", "H", "H", "H", "H", "H", "H", "H", "H", "H", "H", "H", "H", "C", "O", "C", "O", "N", "N", "H", "H", "H", "H", "H", "H", "C", "P", "C", "C", "C", "C", "C", "C", "C", "H", "H", "H", "H", "H", "H", "H", "H", "H", "H", "H"],
  "xyz": [[-0.124733, 0.104260, 0.280299], [2.066485, 0.143988, 0.320294], [3.052340, -0.866362, 0.881939], [2.280071, -1.872840, 2.176318], [0.892035, -2.857581, 1.508554], [0.308963, -2.142622, 0.319427], [1.549436, -4.460180, 1.076353], [1.436078, -4.901053, -0.237873], [1.983806, -6.122530, -0.600728], [2.644952, -6.894361, 0.343510], [2.760459, -6.453510, 1.657362], [2.212866, -5.237139, 2.026903], [-0.289116, -3.016001, 2.843821], [-0.845637, -4.248558, 3.173054], [-1.829988, -4.321047, 4.148720], [-2.260634, -3.168400, 4.788025], [-1.716513, -1.933391, 4.453129], [-0.732567, -1.855489, 3.483730], [4.470764, -0.056235, 1.612062], [4.905659, -0.284478, 2.914517], [6.032173, 0.370949, 3.390565], [6.721822, 1.251743, 2.570920], [6.290456, 1.482849, 1.269884], [5.170012, 0.829168, 0.788951], [3.642041, -1.991614, -0.378434], [4.642717, -2.911562, -0.068298], [5.079170, -3.802645, -1.033358], [4.529976, -3.764521, -2.309581], [3.542173, -2.841198, -2.622567], [3.090794, -1.956422, -1.654791], [1.926095, -1.198614, 2.960758], [3.012567, -2.544899, 2.628941], [0.929977, -4.284702, -0.969205], [1.895366, -6.469913, -1.621372], [3.070895, -7.847266, 0.058812], [3.270857, -7.061692, 2.391747], [2.292924, -4.904100, 3.056433], [-0.512536, -5.149933, 2.674509], [-2.257564, -5.279482, 4.409755], [-3.022510, -3.230192, 5.553522], [-2.055044, -1.036104, 4.953353], [-0.320997, -0.885468, 3.222369], [4.377431, -0.963246, 3.571827], [6.369626, 0.192086, 4.402304], [7.601080, 1.759270, 2.944110], [6.833217, 2.165904, 0.630743], [4.842601, 0.998152, -0.230970], [5.094653, -2.923243, 0.917897], [5.856398, -4.516566, -0.796672], [4.883093, -4.452514, -3.066414], [3.129896, -2.806805, -3.622304], [2.319365, -1.232339, -1.883920], [-5.295275, 1.199760, 0.340351], [-4.092497, 1.186592, 1.137015], [-2.984810, 0.652712, 0.691370], [-1.959177, 0.745585, 1.373278], [-3.015630, 0.013630, -0.507112], [-1.839307, -0.573405, -0.986282], [-6.015877, 1.756307, 0.928130], [-5.667604, 0.185729, 0.190930], [-5.110660, 1.712300, -0.603778], [-3.872132, -0.147171, -1.011647], [-1.699827, -0.337521, -1.963488], [-1.848070, -1.584911, -0.863110], [1.551237, 3.092782, -0.929701], [0.068429, 2.502300, -0.074472], [0.048037, 3.353878, 1.521998], [-1.364660, 3.059962, -1.016780], [-1.495779, 2.591576, -2.327975], [-2.595757, 2.942117, -3.093008], [-3.584344, 3.755269, -2.548474], [-3.464101, 4.217664, -1.246032], [-2.356962, 3.874202, -0.479142], [1.520653, 4.176930, -1.040188], [1.625399, 2.635181, -1.915521], [2.420982, 2.795991, -0.344968], [0.086511, 4.436762, 1.395654], [0.927868, 3.038048, 2.083737], [-0.843267, 3.073607, 2.081181], [-0.716773, 1.972294, -2.764370], [-2.675223, 2.598997, -4.116209], [-4.438539, 4.041898, -3.147657], [-4.224394, 4.863884, -0.827192], [-2.275998, 4.250897, 0.532237]],
  "forces_ev_per_angstrom": [[0.4, 0.2, -0.1], [-0.1, 0.2, 0.1], [0.3, -0.1, 0.1], [0.0, 0.0, 0.0], [0.2, -0.2, 0.5], [-0.5, 0.3, -0.4], [0.0, 0.1, 0.0], [0.0, 0.0, 0.0], [0.0, 0.0, 0.0], [0.0, 0.0, 0.0], [0.0, 0.0, 0.0], [0.0, 0.0, 0.0], [0.1, 0.0, -0.1], [0.0, 0.0, 0.0], [0.0, 0.0, 0.0], [0.0, 0.0, 0.0], [0.0, 0.0, 0.0], [0.0, 0.0, 0.0], [-0.1, 0.0, -0.1], [0.0, 0.0, 0.0], [0.0, 0.0, 0.0], [0.0, 0.0, 0.0], [0.0, 0.0, 0.0], [0.0, 0.0, 0.0], [-0.1, 0.1, 0.0], [0.0, 0.0, 0.0], [0.0, 0.0, 0.0], [0.0, 0.0, 0.0], [0.0, 0.0, 0.0], [0.0, 0.0, 0.0], [0.0, 0.0, 0.0], [0.0, 0.0, 0.0], [0.0, 0.0, 0.0], [0.0, 0.0, 0.0], [0.0, 0.0, 0.0], [0.0, 0.0, 0.0], [0.0, 0.0, 0.0], [0.0, 0.0, 0.0], [0.0, 0.0, 0.0], [0.0, 0.0, 0.0], [0.0, 0.0, 0.0], [0.0, 0.0, 0.0], [0.0, 0.0, 0.0], [0.0, 0.0, 0.0], [0.0, 0.0, 0.0], [0.0, 0.0, 0.0], [0.0, 0.0, 0.0], [0.0, 0.0, 0.0], [0.0, 0.0, 0.0], [0.0, 0.0, 0.0], [0.0, 0.0, 0.0], [0.0, 0.0, 0.0], [0.0, 0.0, 0.0], [0.0, 0.0, 0.1], [0.0, 0.0, 0.0], [0.0, -0.2, -0.2], [-0.1, 0.0, 0.0], [0.1, 0.0, 0.1], [0.0, 0.0, 0.0], [0.0, 0.0, 0.0], [0.0, 0.0, 0.0], [0.0, 0.0, 0.0], [-0.1, 0.1, 0.0], [0.0, 0.0, 0.0], [-0.1, 0.0, 0.0], [-0.1, -0.2, 0.1], [0.0, 0.0, -0.1], [0.0, 0.0, -0.1], [0.0, 0.0, 0.0], [0.0, 0.0, 0.0], [0.0, 0.0, 0.0], [0.0, 0.0, 0.0], [0.0, 0.0, 0.0], [0.0, 0.0, 0.0], [0.0, 0.0, 0.0], [0.0, 0.0, 0.0], [0.0, 0.0, 0.0], [0.0, 0.0, 0.0], [0.0, 0.0, 0.0], [0.0, 0.0, 0.0], [0.0, 0.0, 0.0], [0.0, 0.0, 0.0], [0.0, 0.0, 0.0], [0.0, 0.0, 0.0]],
  "lowdin_spin": [1.40, 0.10, 0.01, 0.00, 0.00, 0.03, 0.00, 0.00, 0.00, 0.00, 0.00, 0.00, 0.00, 0.00, 0.00, 0.00, 0.00, 0.00, 0.00, 0.00, 0.00, 0.00, 0.00, 0.00, 0.00, 0.00, 0.00, 0.00, 0.00, 0.00, 0.00, 0.00, 0.00, 0.00, 0.00, 0.00, 0.00, 0.00, 0.00, 0.00, 0.00, 0.00, 0.00, 0.00, 0.00, 0.00, 0.00, 0.00, 0.00, 0.00, 0.00, 0.00, 0.00, 0.00, 0.01, 0.08, 0.00, 0.09, 0.00, 0.00, 0.00, 0.00, 0.00, 0.00, 0.03, 0.14, 0.02, 0.01, 0.01, 0.00, 0.01, 0.00, 0.01, 0.01, 0.00, 0.00, 0.01, 0.00, 0.00, 0.00, 0.00, 0.00, 0.00, 0.00],
  "total_charge": 2,
  "total_energy_ev": -79434.273,
  "s_squared": 2.01,
  "e_homo_ev": [-13.22, -13.90],
  "multiplicity": 3,
  "lumo_energy_ev": [-4.459, -6.662],
  "relative_energy_ev": 0.2503
}

=====

(2)
{
  "formula": "C3H8N3",
  "method": "ωB97M-V/def2-TZVPD",
  "species": ["C", "C", "C", "N", "N", "N", "H", "H", "H", "H", "H", "H", "H", "H"],
  "xyz": [[1.110157, -0.383022, 0.630119], [0.807122, -1.674531, 0.045708], [1.282574, 2.032640, 0.316171], [-3.504002, -0.861797, -0.028319], [-2.453116, -0.520251, -0.198019], [0.851146, 0.696662, -0.058790], [0.731951, -1.758522, -1.143496], [1.552924, -2.402386, 0.228384], [-0.087742, -2.144481, 0.484160], [1.962848, 2.037726, 1.073328], [0.289654, 2.543153, 0.588161], [1.530514, 2.547461, -0.685904], [-4.464439, -0.661254, -0.244080], [0.390407, 0.548607, -1.007420]],
  "forces_ev_per_angstrom": [[-1.5, 1.9, -3.7], [-0.8, -1.7, -1.6], [-4.6, 2.1, -4.0], [-3.2, -3.6, 2.4], [4.3, 2.4, -1.4], [1.0, -2.5, 1.0], [-0.1, 1.0, 2.4], [1.2, -0.7, 0.6], [0.0, 0.5, -0.1], [2.0, 0.1, 1.8], [1.6, -0.4, 0.1], [0.4, -0.7, 1.9], [-0.9, 1.3, -1.0], [0.6, 0.3, 1.6]],
  "nbo_charge": [0.67, -0.82, -0.42, -0.26, -0.10, -0.51, 0.28, 0.29, 0.31, 0.24, 0.25, 0.25, 0.37, 0.46],
  "total_charge": 1,
  "total_energy_ev": -7698.601,
  "s_squared": 2.01,
  "e_homo_ev": [-10.61, -16.45],
  "multiplicity": 3,
  "lumo_energy_ev": [-4.768, -7.067],
  "relative_energy_ev": 1.4596
}

=====

(3)
{
  "formula": "C10H9N2O5Zn",
  "method": "ωB97M-V/def2-TZVPD",
  "species": ["O", "C", "Zn", "O", "C", "C", "O", "C", "O", "C", "O", "H", "C", "C", "C", "C", "N", "N", "C", "H", "H", "H", "H", "H", "H", "H", "H"],
  "xyz": [[-0.030437, -1.955163, -0.915050], [0.906676, -1.515029, -1.690061], [1.015708, 0.304871, -0.888558], [3.178320, -1.982759, -0.883615], [2.337652, -1.309299, -1.346064], [2.386652, 1.759062, -1.096932], [3.218933, 2.498409, -0.969568], [0.236937, -1.835215, -3.401184], [-0.721925, -1.446970, -3.773464], [2.586455, 0.417096, -3.377871], [3.430941, 0.795417, -3.993456], [0.644838, -2.877140, -3.121254], [-1.428824, -1.273859, 3.471193], [-1.220735, -0.338190, 2.370668], [-1.799982, 0.913822, 2.057741], [-1.189398, 1.341087, 0.846101], [-0.279620, 0.416410, 0.488431], [-0.316903, -0.589841, 1.405221], [-1.465634, 2.563187, 0.067477], [-1.184380, -0.788440, 4.424495], [-2.481166, -1.578947, 3.502883], [-0.802586, -2.166029, 3.357056], [-2.537739, 1.429523, 2.607156], [0.161360, -1.463906, 1.254192], [-2.550028, 2.707293, -0.030763], [-1.062492, 3.448630, 0.580790], [-1.032622, 2.525979, -0.945566]],
  "forces_ev_per_angstrom": [[2.4, 0.5, -0.7], [-0.6, -1.6, -1.8], [0.0, 1.1, 0.3], [2.0, 0.0, -0.1], [-4.1, -1.5, 1.2], [0.6, 2.1, 0.5], [-0.1, -0.6, -0.2], [6.4, -4.1, 7.0], [-6.0, 3.0, -3.8], [-0.6, -0.3, -0.2], [1.0, 0.4, -0.7], [-0.2, 0.5, -2.2], [-0.3, -0.5, 0.7], [0.1, 1.6, -1.3], [1.5, -1.1, -1.1], [-0.1, -1.4, 1.7], [-0.6, 0.3, 0.4], [-0.7, 0.9, 0.5], [0.1, 0.6, -0.3], [-0.1, -0.2, -0.2], [0.2, 0.0, 0.1], [-0.2, 0.2, 0.1], [-0.6, 0.4, 0.4], [0.1, -0.1, -0.4], [0.3, 0.0, 0.0], [-0.1, -0.2, -0.2], [-0.2, 0.0, 0.3]],
  "nbo_charge": [-0.65, -0.17, 1.52, -0.43, 0.21, 0.36, -0.34, 0.50, -0.37, 0.46, -0.42, 0.21, -0.66, 0.25, -0.33, 0.23, -0.55, -0.32, -0.66, 0.26, 0.26, 0.24, 0.25, 0.45, 0.26, 0.25, 0.21],
  "total_charge": 1,
  "total_energy_ev": -72138.308,
  "e_homo_ev": [-11.32, -11.32],
  "lumo_energy_ev": [-4.960, -4.960],
  "relative_energy_ev": 4.1505
}